# C26H43N2O2P2SiZr

A molecular structure, C26H43N2O2P2SiZr at a distorted geometry (the ωB97M-V functional and the def2-TZVPD basis, the Open Molecules 2025 dataset).

Atoms and positions in Å:
C (4.1168, -0.3819, -1.7764)
C (2.8827, 0.2315, -1.5526)
N (1.7797, -0.5943, -1.5041)
C (1.8286, -1.9291, -1.5879)
C (3.0510, -2.5460, -1.8271)
C (4.1939, -1.7574, -1.9246)
C (2.6897, 1.6619, -1.4514)
P (1.1671, 2.4213, -0.9203)
Zr (-0.1658, 0.2967, -0.8203)
P (-1.0626, -1.8907, -1.5861)
C (0.5687, -2.7355, -1.2942)
C (-2.1721, 1.3260, -0.8176)
C (-2.4248, 1.6383, 0.5215)
C (-3.6660, 2.1964, 0.8082)
C (-4.5957, 2.4249, -0.2068)
C (-4.2795, 2.0848, -1.5323)
C (-3.0476, 1.5225, -1.8431)
O (2.1604, 1.6252, -4.3269)
O (0.6669, -0.5636, -4.8253)
H (4.9887, 0.2480, -1.8245)
H (3.0753, -3.6204, -1.9044)
H (5.1573, -2.2191, -2.1056)
C (1.2018, 2.9953, 0.7592)
C (0.7227, 3.7826, -1.9516)
H (0.5562, -3.6603, -1.8752)
H (0.5794, -3.0136, -0.2255)
H (2.3652, 1.6990, -3.3634)
H (3.5951, 2.2724, -1.3713)
C (-2.2063, -2.4721, -0.3762)
C (-1.6073, -2.2517, -3.1913)
H (-1.7048, 1.4507, 1.3082)
H (-3.8893, 2.4499, 1.8377)
H (-5.5675, 2.8683, 0.0289)
H (-4.9941, 2.2590, -2.3252)
H (-2.8066, 1.2591, -2.8698)
H (-0.5600, 1.1044, -2.6814)
H (0.0727, -0.1471, -5.4734)
H (1.3276, 0.1553, -4.6344)
H (3.0265, 1.6639, -4.7521)
H (-0.0679, 0.3538, -2.8618)
H (1.9444, 3.7884, 0.8300)
H (0.2149, 3.3754, 1.0523)
H (1.4802, 2.1825, 1.4666)
H (1.4390, 4.5809, -1.7536)
H (0.7663, 3.4973, -3.0078)
H (-0.2908, 4.1266, -1.7086)
H (-1.7854, -3.3267, -3.2495)
H (-2.5449, -1.7144, -3.3981)
H (-0.8550, -1.9363, -3.9307)
H (-2.3564, -3.5339, -0.5242)
H (-1.8565, -2.3111, 0.6424)
H (-3.1489, -1.9270, -0.4711)
C (-0.3107, 2.2606, 3.5152)
Si (0.4659, 0.6020, 2.9180)
C (2.3525, 0.4863, 3.0327)
C (0.1006, -0.2634, 4.5767)
N (-0.1227, -0.1568, 1.3541)
C (-0.4783, -1.3471, 1.9929)
C (0.4373, -2.4468, 2.0980)
C (0.1097, -3.5849, 2.8469)
C (-1.1242, -3.6666, 3.5048)
C (-2.0352, -2.6137, 3.4369)
C (-1.7278, -1.4611, 2.7054)
H (-0.0110, 3.1908, 3.0247)
H (-1.4037, 2.1894, 3.5045)
H (-0.0053, 2.4008, 4.5641)
H (2.6672, 0.9129, 3.9979)
H (2.6182, -0.5780, 3.0405)
H (2.9340, 0.9623, 2.2430)
H (-0.9681, -0.2507, 4.8075)
H (0.4670, -1.2944, 4.5795)
H (0.6112, 0.2771, 5.3785)
H (1.4225, -2.3685, 1.6228)
H (0.8205, -4.3959, 2.9184)
H (-1.3684, -4.5580, 4.0817)
H (-2.9823, -2.6720, 3.9677)
H (-2.4317, -0.6339, 2.6602)

Atoms 1-3, force components in eV/Å:
C 0.4552 -0.6866 -0.0640
C -1.1077 0.8640 0.0154
N -0.8265 0.7910 -0.0320

As for the frontier orbital gap: 6.67 eV. The spin multiplicity is 1. Its net charge is +1. For the maximum force, the calculation gives 6.43 eV/A.